(1)
An isolated molecule of C16H21BrN4O6S. Source: OMol25; level of theory: ωB97M-V/def2-TZVPD.

Values from the calculation:
**SMILES**: N[C@@H](CNC(=O)N[C@@H](CSCc1ccc(Br)cc1)C(=O)NCC(=O)O)C(=O)O
**Energy above the lowest of the compared OMol25 structures with the same formula, charge and spin**: 294.85 kJ/mol
**Total charge**: 0
**LUMO energy**: 0.27 eV
**HOMO energy**: -8.75 eV
**Molecular weight**: 477.3 g mol⁻¹
**Frontier orbital gap**: 9.022 eV

Geometry as XYZ:
```
49
Properties=species:S:1:pos:R:3:forces:R:3
O 0.927 -2.388 -0.585 -1.63 -0.17 1.25
O 3.513 -2.719 0.497 -0.12 -0.30 0.68
O 2.221 -3.543 5.586 0.57 0.12 -4.59
O 3.202 1.141 -0.994 -0.31 -0.98 -0.41
Br -6.651 6.802 -0.997 0.55 -0.24 -0.49
O 5.211 -3.649 -0.571 0.32 1.06 -1.25
O 2.465 -4.161 3.341 0.30 -1.36 4.48
S -0.992 2.261 -0.226 0.00 0.45 0.43
C 0.581 -1.763 0.442 2.46 0.99 -2.82
C 4.299 -2.683 -0.415 -1.51 0.88 0.39
C 2.222 -3.273 4.358 -1.23 -0.48 2.41
C 2.418 0.226 -1.249 1.91 0.36 1.37
C -4.616 5.654 0.519 -2.35 2.06 2.59
C -4.112 5.516 -1.769 0.16 -0.34 -3.56
C -3.409 5.182 0.847 2.22 -1.76 -1.57
C -2.877 4.902 -1.487 -1.23 1.00 0.31
C -4.934 5.970 -0.787 -1.08 -0.58 0.71
C -2.546 4.762 -0.168 2.32 -1.15 0.09
N 2.852 -0.973 -1.764 0.74 -0.99 0.80
N 0.473 -2.419 1.634 1.24 -1.71 1.69
N 2.820 -1.184 2.980 -0.22 -0.19 1.48
N 0.537 -0.377 0.354 -0.40 0.09 1.41
C -1.135 4.126 0.101 -1.16 -0.90 0.71
C 4.245 -1.501 -1.439 -1.03 -1.72 -0.54
C 0.437 -1.924 3.044 -1.93 0.00 0.90
C 0.833 1.927 -0.729 -3.01 1.07 0.70
C 1.733 -1.880 3.925 2.48 -0.56 -3.66
C 0.921 0.428 -0.861 2.00 -0.54 0.80
H 5.139 -4.249 0.171 -0.17 -0.30 0.49
H 2.415 -3.780 2.513 0.22 1.71 -2.66
H -5.319 5.926 1.377 0.90 -0.32 -1.47
H -4.419 5.543 -2.872 0.39 0.39 1.76
H -2.990 4.955 1.774 -0.29 0.06 1.96
H -2.169 4.661 -2.259 -0.13 -0.32 -0.29
H 2.099 -1.689 -1.820 0.84 0.53 0.37
H 0.933 -3.378 1.550 -1.46 1.84 -0.25
H 2.898 -1.645 2.048 -0.19 0.32 1.24
H 3.803 -1.005 3.352 -2.11 -0.69 -0.26
H 0.562 0.057 1.302 0.04 0.20 -1.57
H -0.481 4.510 -0.606 1.24 1.02 -1.42
H -0.687 4.350 1.069 -0.46 -0.05 0.17
H 4.916 -0.769 -1.025 -0.02 0.70 -0.27
H 4.665 -2.008 -2.303 0.19 0.76 -0.56
H -0.312 -2.566 3.629 0.98 0.57 -0.95
H -0.080 -0.928 3.076 0.79 -0.67 -0.22
H 0.832 2.361 -1.728 0.72 -0.03 0.14
H 1.516 2.405 -0.041 0.09 -0.14 -0.01
H 1.542 -1.493 4.906 -0.03 1.40 0.03
H 0.431 0.214 -1.769 -1.60 -1.09 -0.56
```
Forces are in eV/Å.

=====

(2)
A cluster of 4 separate species, C19H42N2O9S in total. Source: OMol25; level of theory: ωB97M-V/def2-TZVPD.

Values from the calculation:
**SMILES**: N#CO[C@@H](N)OC(=O)CCCCS(=O)(=O)O.CCOCC.CCOCC.CCOCC
**Total charge**: 0
**LUMO energy**: 0.09 eV
**HOMO energy**: -9.51 eV
**Molecular weight**: 474.6 g mol⁻¹
**Frontier orbital gap**: 9.604 eV

Geometry as XYZ:
```
73
Properties=species:S:1:pos:R:3:forces:R:3
N 3.449 6.980 6.480 0.25 0.14 0.16
C 2.554 6.363 6.104 -0.66 -0.46 -0.39
O 1.554 5.665 5.653 0.34 0.24 0.08
C 1.815 5.078 4.319 0.09 -0.01 0.12
N 2.306 3.751 4.381 -0.20 0.11 0.38
O 0.564 5.108 3.737 0.16 -0.10 -0.01
C 0.446 4.588 2.454 0.08 0.24 0.15
O -0.549 4.014 2.181 -0.59 -0.24 -0.13
C 1.499 4.917 1.434 0.22 -0.24 -0.18
C 1.874 3.706 0.559 0.17 0.39 0.08
C 3.172 2.997 1.015 -0.21 -0.05 0.04
C 3.161 1.573 1.615 0.11 0.40 -0.39
S 1.671 0.638 1.699 -0.14 -1.27 0.94
O 0.709 1.270 2.532 -0.26 0.62 -0.27
O 2.043 -0.705 2.031 0.36 0.02 -0.13
O 1.098 0.592 0.219 0.23 0.72 -0.19
H 2.537 5.737 3.842 0.11 0.15 0.00
H 3.057 3.687 5.061 0.16 -0.03 -0.18
H 1.556 3.139 4.696 -0.01 -0.08 -0.11
H 2.400 5.362 1.837 0.08 0.11 0.22
H 1.038 5.682 0.811 -0.13 0.07 -0.06
H 1.002 3.071 0.471 -0.06 -0.26 0.04
H 2.063 4.101 -0.435 -0.01 -0.05 -0.16
H 3.655 3.632 1.751 0.08 0.08 0.12
H 3.850 2.979 0.168 0.06 -0.09 -0.13
H 3.859 0.935 1.079 0.05 -0.15 -0.05
H 3.488 1.574 2.650 -0.06 0.01 0.19
H 1.840 0.353 -0.361 -0.28 -0.24 -0.28
C 2.403 -3.294 -0.543 0.03 -0.07 -0.14
C 1.208 -2.555 -1.119 0.03 -0.21 0.11
O 1.468 -1.928 -2.366 0.02 0.30 0.08
C 1.831 -2.789 -3.430 -0.01 -0.09 -0.12
C 0.760 -3.808 -3.782 -0.02 -0.01 0.10
H 3.274 -2.638 -0.498 -0.01 0.02 0.05
H 2.174 -3.637 0.465 0.00 0.03 0.03
H 2.671 -4.167 -1.141 -0.03 -0.02 0.03
H 0.929 -1.751 -0.443 -0.09 0.03 -0.01
H 0.341 -3.221 -1.195 0.04 -0.05 -0.03
H 2.782 -3.289 -3.214 -0.02 -0.02 0.02
H 2.005 -2.130 -4.281 0.00 0.04 0.02
H 0.610 -4.537 -2.985 0.01 -0.01 -0.01
H 1.046 -4.353 -4.682 0.01 0.01 -0.02
H -0.194 -3.310 -3.963 0.00 0.01 -0.03
C -4.487 -4.544 -1.072 0.04 0.09 0.04
C -3.368 -5.296 -0.370 -0.09 -0.06 -0.03
O -2.168 -4.557 -0.251 0.15 0.01 -0.04
C -2.255 -3.358 0.498 0.03 0.14 0.08
C -2.647 -3.558 1.952 -0.11 -0.12 -0.05
H -4.144 -4.163 -2.034 0.00 -0.02 -0.02
H -5.334 -5.209 -1.241 0.00 -0.02 -0.01
H -4.844 -3.697 -0.483 -0.02 -0.02 0.01
H -3.101 -6.179 -0.950 0.03 0.00 0.00
H -3.702 -5.650 0.613 -0.01 0.03 0.01
H -2.931 -2.648 0.008 -0.03 -0.01 0.03
H -1.258 -2.920 0.455 0.02 -0.02 -0.04
H -3.674 -3.914 2.055 -0.01 0.04 0.01
H -2.569 -2.614 2.491 0.02 0.02 0.00
H -1.990 -4.288 2.426 0.03 0.02 0.01
C -2.247 2.617 -1.919 0.08 -0.08 -0.01
C -3.079 1.768 -2.867 -0.06 0.08 0.06
O -2.317 1.065 -3.831 -0.01 -0.01 -0.06
C -1.379 0.143 -3.305 0.14 -0.11 -0.02
C -1.997 -0.975 -2.486 -0.15 0.07 0.12
H -1.591 3.281 -2.483 -0.02 0.03 -0.01
H -2.900 3.222 -1.289 -0.01 0.01 0.00
H -1.627 2.008 -1.259 -0.03 0.01 0.03
H -3.746 2.408 -3.446 0.01 -0.01 -0.03
H -3.715 1.077 -2.300 0.02 0.00 0.02
H -0.615 0.668 -2.721 0.00 -0.04 0.04
H -0.872 -0.280 -4.172 -0.02 0.04 -0.04
H -2.443 -0.599 -1.563 0.04 -0.02 0.03
H -1.234 -1.702 -2.210 0.03 0.01 -0.03
H -2.781 -1.482 -3.051 0.03 -0.01 -0.04
```
Forces are in eV/Å.

=====

(3)
A cluster of 2 separate species, C3H10NO2 in total. Source: OMol25; level of theory: ωB97M-V/def2-TZVPD.

Values from the calculation:
**Energy above the lowest of the compared OMol25 structures with the same formula, charge and spin**: 170.57 kJ/mol
**Total charge**: -1
**LUMO energy**: 4.39 eV
**HOMO energy**: -3.46 eV
**Molecular weight**: 92.1 g mol⁻¹
**Frontier orbital gap**: 7.851 eV

Geometry as XYZ:
```
16
Properties=species:S:1:pos:R:3:forces:R:3
C 0.435 0.815 -0.225 -0.27 -2.41 -2.30
O 0.853 -0.331 -0.919 0.16 -0.50 0.50
C -0.440 0.443 0.971 0.31 -0.24 -1.44
C 0.587 -0.276 1.833 -0.32 -0.70 1.17
N -1.476 -0.589 0.744 -1.29 -1.87 -2.80
H 1.333 1.256 0.274 -0.62 0.97 -0.92
H -0.197 1.302 -0.996 0.60 1.28 0.60
H -0.859 1.444 1.172 -0.10 -0.64 1.28
H 0.820 -1.262 1.219 0.35 2.45 1.06
H -0.034 -0.673 2.649 0.78 0.21 0.60
H 1.455 0.441 2.179 -1.47 -1.88 -0.68
H -1.208 -1.221 -0.125 0.18 1.82 2.24
H -2.473 -0.378 0.470 1.66 0.84 0.65
H 0.539 -0.328 -2.200 0.18 1.54 -0.13
H 0.307 -0.726 -3.776 -0.08 -0.18 -0.42
O 0.358 0.083 -3.270 -0.07 -0.69 0.58
```
Forces are in eV/Å.

=====

(4)
A cluster of 2 separate species, C4H12O in total. Source: OMol25; level of theory: ωB97M-V/def2-TZVPD.

Values from the calculation:
**SMILES**: CCO.CC
**Energy above the lowest of the compared OMol25 structures with the same formula, charge and spin**: 68.79 kJ/mol
**Total charge**: 0
**LUMO energy**: 0.99 eV
**HOMO energy**: -10.42 eV
**Molecular weight**: 76.1 g mol⁻¹
**Frontier orbital gap**: 11.414 eV

Geometry as XYZ:
```
17
Properties=species:S:1:pos:R:3:forces:R:3
C -0.788 -1.510 -1.575 -0.98 -0.49 0.48
C -1.572 -0.561 -0.678 0.32 0.08 0.13
O 0.463 -0.955 -1.905 0.25 0.15 -0.16
H -0.610 -2.420 -0.998 0.30 -0.03 -0.19
H -1.351 -1.822 -2.462 0.05 0.21 -0.09
H -1.647 0.404 -1.174 -0.02 0.29 0.17
H 0.324 -0.084 -2.302 0.00 -0.23 0.08
H -1.007 -0.495 0.241 0.29 0.48 0.02
H -2.556 -0.823 -0.305 -0.34 -0.55 -0.61
C 0.960 2.146 1.865 0.63 0.19 1.17
C 0.882 0.627 2.073 -0.22 0.18 -0.95
H 0.487 2.669 2.694 -0.33 0.04 0.00
H 1.994 2.503 1.920 -0.09 -0.06 -0.33
H 0.490 2.499 0.951 0.12 -0.19 -0.13
H 0.775 0.262 3.092 -0.01 0.36 0.11
H 0.024 0.313 1.489 -0.12 -0.41 0.33
H 1.734 0.120 1.629 0.15 -0.03 -0.03
```
Forces are in eV/Å.